# 1
Entry from the Open Molecules 2025 dataset: an isolated molecule of C14H20Cl3O5P at a distorted geometry (ωB97M-V/def2-TZVPD).

The calculation puts the HOMO energy at -9.1342 eV. The structure (SMILES) is CC(C)OP(=O)(Oc1ccc([C@@H](O)C(Cl)(Cl)Cl)cc1)OC(C)C. The value obtained for the orbital gap is 9.65 eV. The total energy comes out at -71939.7520 eV. The value obtained for the lowest unoccupied orbital energy is 0.51 eV.

Structure (ORCA input):
```
! wB97M-V def2-TZVPD RIJCOSX def2/J DEFGRID3
* xyz 0 1
C 3.16288 2.90044 -0.31421
C 2.10844 2.07012 0.40321
C 0.69455 2.55271 0.10991
H 0.59030 3.59458 0.40002
H -0.02174 1.95699 0.67218
H 0.47556 2.45395 -0.95106
H 2.27595 2.08915 1.48638
O 2.26454 0.71989 -0.04213
P 1.76928 -0.46431 0.91941
O 1.48476 -0.06529 2.29260
O 2.86722 -1.57759 0.78542
C 3.65647 -1.82832 -0.38489
C 4.52251 -3.03720 -0.05580
H 3.89258 -3.90834 0.10272
H 5.08898 -2.85101 0.85223
H 5.21109 -3.23562 -0.87246
C 2.78794 -2.06346 -1.60945
H 3.41414 -2.31781 -2.46124
H 2.09111 -2.87576 -1.41906
H 2.22407 -1.16357 -1.83730
H 4.29006 -0.94875 -0.55501
O 0.53376 -1.12936 0.11004
C -0.74843 -0.65218 0.20702
C -1.38576 -0.51037 1.43182
C -2.69079 -0.05524 1.47532
C -3.37333 0.24436 0.30372
C -2.72958 0.10275 -0.91809
C -1.42132 -0.33814 -0.96795
H -0.91064 -0.44607 -1.91213
H -3.25321 0.36074 -1.82408
C -4.81221 0.70341 0.35290
O -5.06402 1.58158 -0.69763
H -5.99757 1.83339 -0.69097
H -5.01446 1.17729 1.32849
C -5.75715 -0.52286 0.26827
Cl -5.51968 -1.41233 -1.24071
Cl -5.49209 -1.61574 1.63341
Cl -7.45178 0.04752 0.32420
H -3.17776 0.06576 2.43116
H -0.84450 -0.74093 2.33426
H 3.10518 3.93404 0.01410
H 4.15516 2.51460 -0.09644
H 2.99949 2.85697 -1.38820
*
```

---

# 2
Entry from the Open Molecules 2025 dataset: a cluster of 2 separate species, C14H20ClF3NO4S in total at a distorted geometry (ωB97M-V/def2-TZVPD).

The calculation puts the HOMO energy at -12.0090 eV. The value obtained for the orbital gap is 8.79 eV. The total energy comes out at -56023.9123 eV. The value obtained for the lowest unoccupied orbital energy is -3.22 eV.

Structure (ORCA input):
```
! wB97M-V def2-TZVPD RIJCOSX def2/J DEFGRID3
* xyz 1 1
O 0.34589 4.21766 4.70974
C -0.01516 3.91807 3.64996
Cl 0.12755 5.13908 2.35170
C -0.62663 2.52293 3.43984
C -0.40730 1.91759 2.00537
C -1.69879 1.06832 1.66177
C -1.49784 -0.31162 0.92764
C -0.05597 -0.64106 0.46717
C 0.35683 -0.08044 -0.92452
C -0.21660 1.32195 -1.29366
C 0.24755 1.62540 -2.73570
F 0.56272 0.60542 -3.58524
C 0.34051 2.85018 -3.24619
F -0.53955 3.77807 -2.94636
F 1.31086 3.11985 -4.09253
N 0.87159 -0.28491 1.58677
C 0.97367 1.19203 1.80913
S 2.18873 1.43440 3.17942
H -0.36900 1.81884 4.25044
H -1.72843 2.65690 3.52926
H -0.41102 2.78848 1.32066
H -2.27774 0.85751 2.58256
H -2.34776 1.68755 1.01600
H -1.83830 -1.15042 1.57079
H -2.16814 -0.32512 0.04787
H -0.00609 -1.74744 0.37366
H -0.06154 -0.78923 -1.66646
H 1.45859 -0.13698 -1.07031
H -1.32029 1.24171 -1.31990
H 0.16326 2.15153 -0.68035
H 1.81147 -0.62330 1.33979
H 0.62858 -0.75405 2.46893
H 1.47997 1.62641 0.92621
H 1.57274 0.78699 4.21721
C 0.50796 -3.50770 -3.06024
C -0.27552 -4.78267 -3.23947
O 0.25946 -5.62732 -2.22056
C 0.78341 -4.83200 -1.25841
O 1.15873 -5.20985 -0.19643
O 0.82565 -3.52860 -1.66434
H -0.07044 -2.62080 -3.31562
H 1.43750 -3.50095 -3.63272
H -1.34443 -4.64713 -3.05938
H -0.13671 -5.22529 -4.22354
*
```

---

# 3
Entry from the Open Molecules 2025 dataset: a structure of composition C14H20F16N2O8PS2 (ωB97M-V/def2-TZVPD).

The calculation puts the HOMO energy at -5.8406 eV. The value obtained for the orbital gap is 7.79 eV. The total energy comes out at -108643.1638 eV. The value obtained for the lowest unoccupied orbital energy is 1.95 eV.

Structure (ORCA input):
```
! wB97M-V def2-TZVPD RIJCOSX def2/J DEFGRID3
* xyz -1 1
C 3.07366 -0.31110 1.01220
P 3.28516 1.00769 -0.22441
O 3.23993 0.12209 -1.63214
S 1.34253 2.00150 -0.18877
O 1.70576 3.35339 0.21069
O 0.74194 1.88298 -1.51489
N 0.58119 1.18774 0.92974
S -0.83456 1.59038 1.51553
O -1.13041 2.99810 1.37698
O -0.95018 0.98998 2.82825
C -2.09216 0.76885 0.49739
C -1.86477 -0.59240 -0.21418
O -0.55572 -0.82835 -0.66120
C -2.25188 -1.77470 0.67725
N -1.13645 -2.19324 1.52339
H 2.06437 -0.71096 1.05536
H 3.77591 -1.09802 0.73249
H 3.35980 0.08457 1.98355
H 4.02021 0.34524 -2.13573
H -2.90495 0.63024 1.20907
H -2.40614 1.53239 -0.20826
H -2.53906 -0.58446 -1.07258
H -0.34398 -0.27669 -1.41797
H -3.12884 -1.48506 1.26498
H -2.54660 -2.61193 0.03745
H -1.49280 -2.56030 2.39408
H -0.56254 -1.39343 1.76332
C -6.01598 -4.85160 -3.65069
C -5.53593 -3.43534 -3.31793
C -4.69836 -3.26230 -2.04603
F -5.43208 -3.59157 -0.96244
F -4.32640 -1.97383 -1.93830
F -6.56962 -2.57469 -3.31567
F -4.69512 -3.09213 -4.34248
O -7.34812 -5.14260 -3.27642
C -7.65570 -5.72002 -2.08793
C -8.67208 -4.87482 -1.30364
F -8.16549 -3.65751 -1.04604
F -8.93461 -5.48953 -0.12959
F -6.57193 -5.99271 -1.34811
F -8.27063 -6.90532 -2.34586
H -6.01572 -4.89791 -4.73834
H -5.31190 -5.59279 -3.27389
H -3.80280 -3.88770 -2.08547
H -9.59413 -4.77792 -1.87905
C 5.07430 4.36713 1.70669
C 5.55457 3.21782 2.58998
C 6.42102 3.56409 3.80636
F 7.58744 4.12637 3.42052
F 6.71167 2.42963 4.48301
F 6.19055 2.28670 1.85034
F 4.42811 2.66779 3.11484
O 5.84868 4.61016 0.54252
C 6.87427 5.48146 0.51432
C 8.16932 4.80744 0.03346
F 8.52573 3.81386 0.86836
F 9.16629 5.72468 0.02087
F 7.06560 6.11502 1.68578
F 6.59825 6.44555 -0.40903
H 4.09989 4.05066 1.32691
H 4.93426 5.27710 2.29011
H 5.89149 4.24783 4.47436
H 8.02575 4.41250 -0.97309
*
```

---

# 4
Entry from the Open Molecules 2025 dataset: a structure of composition C14H20N2O3 at a distorted geometry (ωB97M-V/def2-TZVPD).

The calculation puts the HOMO energy at -9.1406 eV. The value obtained for the orbital gap is 9.46 eV. The total energy comes out at -23957.1078 eV. The value obtained for the lowest unoccupied orbital energy is 0.32 eV. Its energy relative to the best compared isomer or geometry (same formula, charge and spin) is 969.64 kJ/mol.

Structure (ORCA input):
```
! wB97M-V def2-TZVPD RIJCOSX def2/J DEFGRID3
* xyz 0 1
C -0.14937 1.04557 0.21530
C 0.89622 0.25754 -0.49795
C 0.68963 1.88501 1.28745
C -0.40516 2.73778 2.17323
C -0.91265 2.08281 3.39927
C -0.99890 4.01520 1.79810
C -1.62595 2.88332 4.25878
C -1.94840 4.61405 2.55171
C -2.11467 4.16007 3.88980
C 1.30947 -1.80748 -1.87165
C 1.40277 -1.27671 -3.33022
C 0.89730 -3.28799 -1.70241
C 1.78074 -4.31591 -2.52904
C -0.51114 -3.76458 -2.14394
H -0.80626 -0.24732 1.59296
H -2.00371 1.04967 1.27843
H -0.67019 1.83273 -0.48008
H 1.48560 1.22231 1.80478
H 1.39528 2.56722 0.95905
H -0.58268 1.11994 3.62153
H -0.57284 4.49773 0.86002
H -1.95414 2.32129 5.20747
H -2.35407 5.56796 2.27424
H -2.73536 4.74016 4.50959
H -0.47081 -1.11895 -0.69834
H 2.34925 -1.56822 -1.37116
H 1.14552 -3.61589 -0.64703
H 1.20021 -4.61755 -3.83362
H 1.56840 -5.21369 -1.57261
H 3.02495 -3.78221 -2.62236
H -1.62711 -3.55926 -1.61982
H -0.61505 -3.48027 -3.20927
H -0.14605 -5.06956 -2.20292
H 0.05863 -0.07466 -2.81419
N -1.24867 0.36086 0.84332
N 0.41656 -0.92602 -1.12287
O 1.98636 0.74356 -0.65880
O 1.95248 -2.15445 -4.14044
O 0.89380 0.17594 -3.45629
*
```

---

# 5
Entry from the Open Molecules 2025 dataset: an isolated molecule of C14H20N2O4 (ωB97M-V/def2-TZVPD).

The calculation puts the HOMO energy at -8.6848 eV. The structure (SMILES) is CC[C@H](COC(=O)NC)NC(=O)Oc1cccc(C)c1. The value obtained for the orbital gap is 9.37 eV. The total energy comes out at -26014.3650 eV. The value obtained for the lowest unoccupied orbital energy is 0.68 eV. Its energy relative to the best compared isomer or geometry (same formula, charge and spin) is 28.54 kJ/mol.

Structure (ORCA input):
```
! wB97M-V def2-TZVPD RIJCOSX def2/J DEFGRID3
* xyz 0 1
C 3.65839 -1.91294 -2.82290
C 2.34303 -2.02935 -2.06296
H 2.41346 -2.83282 -1.32685
H 1.54305 -2.27788 -2.76273
C 1.95614 -0.73377 -1.34615
N 0.56375 -0.79645 -0.95452
C -0.16819 0.34078 -0.81333
O 0.14716 1.41715 -1.24872
O -1.31395 0.04547 -0.15805
C -2.26044 1.02780 0.09576
C -2.89148 0.96990 1.33263
C -3.87964 1.88734 1.62974
C -4.23245 2.85894 0.70776
C -3.60426 2.92041 -0.52742
C -2.61740 1.98958 -0.83332
H -2.11948 2.02840 -1.78898
C -3.97784 3.95967 -1.54035
H -4.64590 4.70155 -1.11038
H -3.08701 4.46098 -1.91353
H -4.47849 3.49471 -2.38941
H -5.00179 3.57676 0.95323
H -4.37377 1.84991 2.58931
H -2.59178 0.21237 2.03897
H 0.27250 -1.58360 -0.39462
H 2.04252 0.12119 -2.02546
C 2.84807 -0.44285 -0.12541
H 3.88844 -0.32215 -0.43017
H 2.49410 0.47004 0.36417
O 2.82873 -1.51487 0.81105
C 1.95240 -1.40140 1.84321
O 1.23244 -0.45583 2.03738
N 2.00006 -2.51680 2.60386
H 2.69494 -3.21031 2.37954
C 1.25005 -2.64344 3.82822
H 0.64828 -3.55357 3.81329
H 1.91198 -2.66468 4.69661
H 0.59520 -1.77670 3.89880
H 4.48935 -1.74400 -2.14358
H 3.85260 -2.83029 -3.37326
H 3.61723 -1.08926 -3.53146
*
```

---

# 6
Entry from the Open Molecules 2025 dataset: an isolated molecule of C14H20N2O4 at a distorted geometry (ωB97M-V/def2-TZVPD).

The calculation puts the HOMO energy at -8.5498 eV. The structure (SMILES) is CC(C)[C@H](N)C(=O)N[C@@H](Cc1ccc(O)cc1)C(=O)O. The value obtained for the orbital gap is 9.14 eV. The total energy comes out at -26013.9794 eV. The value obtained for the lowest unoccupied orbital energy is 0.59 eV. Its energy relative to the best compared isomer or geometry (same formula, charge and spin) is 65.74 kJ/mol.

Structure (ORCA input):
```
! wB97M-V def2-TZVPD RIJCOSX def2/J DEFGRID3
* xyz 0 1
C -2.48530 -0.17338 0.69153
C -1.58481 -1.01692 -0.24624
C -3.45060 0.71516 -0.13442
C -4.55606 -0.11397 -0.79035
C -4.07142 1.81208 0.74562
C 0.59982 -2.08975 -0.40443
C 1.70281 -2.63768 0.52298
C 1.23534 -1.19239 -1.50548
C 1.64445 0.14803 -1.00334
C 2.88528 0.36419 -0.38096
C 0.75358 1.24928 -1.07784
C 3.21501 1.59953 0.11992
C 1.07606 2.49645 -0.56275
C 2.32171 2.67513 0.04047
H -2.19139 0.87119 2.36303
H -1.06514 1.26041 1.16265
H -3.12563 -0.91215 1.25475
H -2.88980 1.26327 -0.93516
H -5.17771 -0.61607 -0.04285
H -4.11251 -0.91314 -1.38094
H -5.19388 0.53798 -1.40157
H -4.78208 2.37938 0.17821
H -3.29623 2.49870 1.13002
H -4.62395 1.34501 1.62410
H -0.17880 -1.09351 1.23408
H 0.15704 -2.94122 -0.93936
H 2.07712 -1.74439 -1.89245
H 0.46969 -1.07086 -2.31609
H 3.58893 -0.46733 -0.33459
H -0.18250 1.09986 -1.58908
H 4.19028 1.75075 0.56889
H 0.41311 3.36304 -0.65800
H 3.46292 3.91200 0.94748
H 2.13158 -2.98707 2.28655
N -1.62345 0.49170 1.67580
N -0.42012 -1.42814 0.35296
O -1.86063 -1.29964 -1.39934
O 2.77383 -3.00332 0.13225
O 2.61451 3.93402 0.51165
O 1.33714 -2.63050 1.81179
*
```